# 1
23
Properties=species:S:1:pos:R:3:forces:R:3 method="wB97M-V/def2-TZVPD" charge=0 lumo_energy_ha=0.02479 homo_lumo_gap_ev=8.8695 fmax_ha_per_bohr=0.0580 e_tot_ha=-384.4842 relative_energy_kcal_mol=92.7
N 0.1566 2.1183 1.1655 -0.46 -0.33 -0.08
N 1.4003 0.1657 1.6623 -0.43 1.04 -1.13
C -0.8577 -0.3542 0.0659 -0.99 -2.12 -1.09
C 0.8456 0.9439 0.7446 2.34 0.54 1.76
C -2.0234 0.5283 -0.2267 0.26 0.47 0.13
C -0.5407 -1.5702 0.9368 1.45 0.98 1.61
C 1.6006 1.0865 -0.5633 -0.64 -0.46 -0.32
C 0.0731 -2.2086 -1.6780 -0.15 -0.03 -0.17
C -0.3868 -1.4934 -0.4776 0.25 1.55 -0.01
H -1.2208 -2.2603 1.4291 -0.14 -0.01 -0.08
H -2.1625 1.2490 0.5789 -0.04 0.05 -0.06
H 2.1094 0.1542 -0.7997 -0.01 0.00 0.01
H -0.3423 -3.2185 -1.7107 0.04 0.02 -0.01
H -2.9417 -0.0551 -0.3187 0.09 -0.07 -0.03
H 0.6359 2.6299 1.8971 -0.15 -0.12 -0.24
H -0.1987 -1.6735 -2.5896 0.00 -0.07 0.02
H 1.1633 -2.3041 -1.6523 -0.06 -0.03 0.06
H 1.0780 0.4294 2.5944 -0.22 -0.08 -0.07
H -1.8700 1.0766 -1.1609 -0.08 -0.01 0.02
H 0.9151 1.3265 -1.3773 0.03 0.04 -0.13
H 0.3993 -1.1709 1.5591 -1.23 -1.37 -0.50
H 2.3386 1.8888 -0.4954 -0.05 -0.03 0.18
H -0.1713 2.7118 0.4165 0.19 0.04 0.12

***

# 2
25
Properties=species:S:1:pos:R:3:forces:R:3 method="wB97M-V/def2-TZVPD" charge=0 lumo_energy_ha=0.03224 homo_lumo_gap_ev=9.6385 fmax_ha_per_bohr=0.0269 e_tot_ha=-534.9919 relative_energy_kcal_mol=67.1
O -0.6881 1.3826 0.7330 -0.10 0.13 0.08
O -1.7289 -0.4849 -0.1367 -0.02 -0.53 -0.35
N -3.1326 -0.0962 0.0024 -0.45 -0.16 0.43
N 0.4717 -0.5205 0.2920 0.03 -0.15 -0.09
C 2.9319 -0.0789 0.2372 -0.25 0.12 -0.03
C -0.6352 0.2461 0.3307 -1.19 -0.02 0.31
C -3.9663 -1.0438 0.2298 1.36 0.26 -0.06
C 1.6339 -0.0752 1.0420 0.32 0.22 0.14
C 0.4864 -1.8918 -0.1691 -0.09 -0.16 -0.16
C -3.3210 1.3119 -0.2954 0.00 0.73 -0.07
C 2.8832 0.8884 -0.9367 0.08 -0.17 0.13
H -0.5088 -2.1863 -0.4858 0.14 -0.07 0.02
H 3.1493 -1.0880 -0.1179 0.08 -0.04 0.05
H -2.9072 1.5351 -1.2802 0.00 -0.03 0.07
H 1.7486 -0.7303 1.9156 -0.06 0.06 -0.02
H -4.3867 1.5324 -0.2873 0.04 -0.19 -0.02
H 2.6773 1.8967 -0.5856 -0.03 0.14 -0.02
H 2.1004 0.6051 -1.6360 -0.08 0.02 -0.12
H 0.8139 -2.5496 0.6388 0.03 -0.03 0.00
H 3.8346 0.8921 -1.4634 0.04 0.05 -0.12
H 1.4197 0.9374 1.3897 0.06 -0.17 0.02
H 1.1728 -1.9936 -1.0117 0.01 -0.08 0.02
H -4.9779 -0.6246 0.2349 0.15 0.28 -0.08
H -2.8088 1.9263 0.4443 -0.08 -0.12 -0.15
H 3.7378 0.2094 0.9155 0.01 -0.09 0.02

***

# 3
26
Properties=species:S:1:pos:R:3:forces:R:3 method="wB97M-V/def2-TZVPD" charge=0 lumo_energy_ha="-0.05307 / -0.07769" homo_lumo_gap_ev="8.9386 / 7.5000" fmax_ha_per_bohr=0.1142 e_tot_ha=-933.0969 relative_energy_kcal_mol=128.0
S -1.5261 -0.7148 0.0084 -3.44 -2.04 -1.91
O -2.0131 -0.1795 1.2276 0.41 0.59 2.11
O -2.4100 -0.3586 -1.1077 1.76 -0.18 0.16
N 1.5232 -2.6212 2.4062 -0.15 -0.87 -0.19
N 0.0545 -0.4434 -0.2728 -0.35 -0.34 0.64
C -1.5921 -2.5378 0.1121 1.12 2.82 1.84
C 1.1174 -1.5416 2.3542 1.07 -0.05 0.27
C 0.2399 0.6219 -2.3042 -1.76 -1.85 1.05
C -0.4009 1.9845 -0.2322 -0.93 1.10 2.56
C 1.8940 1.0533 -0.3354 0.89 -0.31 -5.80
C 0.3868 0.8581 -0.7871 3.16 -1.28 1.39
C 0.8446 -0.2023 2.4211 -2.82 -1.06 0.59
H -1.3766 -2.8246 -0.8607 0.50 -1.19 -1.53
H 1.5646 0.5076 2.2606 1.47 1.40 -0.13
H 2.0956 0.9968 0.6569 0.09 0.10 2.72
H -0.1580 0.0330 2.7733 0.31 0.36 -0.20
H 1.0744 0.9850 -2.7552 2.42 0.83 -1.67
H 0.0623 2.9569 0.0360 0.41 -0.70 -0.87
H 2.6539 0.2801 -0.8432 -1.86 1.57 0.89
H -0.9136 1.7487 0.7414 0.55 -0.14 -0.98
H -2.5744 -2.7192 0.4472 -1.26 -0.33 0.06
H -1.1612 2.1213 -0.9263 -1.75 0.93 -0.93
H -0.6172 1.1547 -2.5982 -1.07 0.79 -0.63
H -0.0044 -0.4438 -2.6024 0.78 1.15 0.53
H -0.9005 -2.7874 0.9182 0.21 -0.46 -0.47
H 2.1369 2.0725 -0.7375 0.25 -0.85 0.50

***

# 4
27
Properties=species:S:1:pos:R:3:forces:R:3 method="wB97M-V/def2-TZVPD" charge=0 lumo_energy_ha=0.00942 homo_lumo_gap_ev=10.0903 fmax_ha_per_bohr=0.1066 e_tot_ha=-685.4004 relative_energy_kcal_mol=143.4
O 1.9419 -0.2616 -0.6499 -1.90 1.63 -1.09
O -2.2136 -1.3500 1.1046 1.61 -2.31 2.22
O 1.8078 -2.6127 0.4959 -0.31 1.91 0.13
O 0.0425 -3.2337 1.6493 -1.04 -1.27 1.09
N -0.2207 -0.3774 -0.2801 -1.29 -1.54 3.93
N -0.9526 1.4482 -2.1005 1.43 1.11 3.04
C 0.1473 -0.8831 1.1141 0.64 -2.93 -1.62
C 0.7365 0.0701 -0.9802 5.25 -0.23 -1.55
C 1.4122 2.0052 -2.3931 2.13 3.63 -1.65
C -1.2334 0.3983 2.4701 -0.19 3.20 2.54
C -1.0647 -0.9840 1.9504 -1.49 1.93 1.06
C 0.4722 0.8685 -2.2778 -2.73 -1.75 0.11
C 0.6548 -2.3506 1.1542 2.17 0.19 -2.99
H 0.4996 -0.0394 -3.0145 -0.07 2.21 0.50
H 0.8064 2.9554 -3.0261 2.14 -2.92 1.68
H -0.6117 0.3246 3.7139 -2.23 0.99 -3.98
H -0.9950 -1.6374 2.9068 0.02 0.68 -2.21
H 1.6097 2.4303 -1.3407 -0.25 -0.54 -1.59
H -1.5145 1.8623 -2.8819 1.58 -0.31 0.89
H 0.9750 -0.3071 1.5180 -0.34 0.49 -0.03
H -2.1601 -2.3184 1.3846 -0.88 1.30 -1.32
H -1.1663 -0.3951 -0.6067 -0.56 0.33 0.20
H -0.7345 2.1940 -1.2139 -1.50 -2.26 -3.58
H -0.3576 1.4947 1.6172 -2.84 -2.87 2.44
H 2.5036 1.8066 -2.8735 -2.78 0.35 1.07
H 2.0955 -1.7068 0.0811 -0.38 -1.23 0.36
H -2.4806 0.5992 2.4787 3.79 0.20 0.35

***

# 5
25
Properties=species:S:1:pos:R:3:forces:R:3 method="wB97M-V/def2-TZVPD" charge=0 lumo_energy_ha="0.01874 / -0.11225" spin_multiplicity=3 homo_lumo_gap_ev="6.8400 / 6.2433" fmax_ha_per_bohr=0.0899 e_tot_ha=-749.1953 relative_energy_kcal_mol=15.4
Si 0.7485 0.0868 -0.0466 1.24 -2.05 -1.26
O -0.0222 -2.6331 -0.3821 -2.32 -3.68 -1.57
N -1.9232 -0.0474 -0.0737 -0.48 -2.20 0.41
N -3.9472 0.9181 -0.0638 -1.89 -0.45 1.02
C -2.8503 -1.0150 0.0683 3.67 -0.17 1.02
C 0.2757 -1.5200 -1.0578 0.60 3.02 -1.15
C -4.1112 -0.4427 0.1438 -2.24 3.29 -2.28
C 2.6790 0.0147 -0.0503 -0.14 3.00 0.38
C 0.4382 1.6210 -1.1205 1.10 -1.25 -0.23
C -2.6438 1.1184 -0.1034 -0.44 0.02 -1.44
C 0.2132 0.0369 1.7408 -1.12 -2.16 -0.57
H -0.7304 0.5485 1.8895 0.11 0.22 0.39
H 0.0188 -1.4328 -2.1562 0.17 -0.41 1.27
H 2.9745 0.0652 -1.1119 0.06 0.19 0.33
H 0.9729 0.3051 2.4264 0.73 0.55 0.71
H -0.6203 1.7306 -1.3232 0.40 -0.08 -1.20
H -2.6315 -2.0646 0.3073 0.32 0.59 -0.56
H 2.9932 1.0209 0.4778 -0.42 -1.41 -1.22
H 1.2679 1.7273 -1.8961 -1.75 -0.43 0.34
H 3.3512 -0.6670 0.4199 -0.14 -1.09 0.47
H -0.0087 -1.0795 1.9334 0.27 1.52 -0.27
H -2.1797 2.0917 -0.4271 -0.70 -1.12 0.94
H 0.6591 2.4289 -0.4999 0.41 1.63 1.41
H -0.5256 -3.3180 -1.0168 1.80 2.20 2.13
H -5.0897 -0.8883 -0.1348 0.75 0.25 0.94

***

# 6
24
Properties=species:S:1:pos:R:3:forces:R:3 method="wB97M-V/def2-TZVPD" charge=+1 lumo_energy_ha="-0.16720 / -0.18539" homo_lumo_gap_ev="8.0427 / 7.9830" fmax_ha_per_bohr=0.0703 e_tot_ha=-725.5149 relative_energy_kcal_mol=124.9
P -0.7586 -2.8939 0.4276 1.02 -1.18 0.22
N -1.4168 1.0220 -0.5922 1.24 0.19 -2.38
N -1.8076 -1.7961 0.2680 -0.46 1.94 -0.58
C 3.6558 -0.8127 -0.6031 1.22 -1.50 0.90
C -2.8483 0.8461 -0.5963 -1.64 -1.68 1.83
C 0.7548 -0.1963 -0.3444 2.29 -1.52 -2.35
C -3.2474 1.8201 0.4926 -0.94 0.30 -0.24
C -0.5514 0.1007 -0.5317 -1.99 -0.33 1.90
C 1.6224 0.1454 0.6368 -0.48 0.03 0.44
C 3.0791 -0.2365 0.6837 1.02 1.24 -0.32
H 1.0955 -0.9360 -1.1320 -0.17 0.91 0.70
H 3.5605 -1.8920 -0.5665 0.23 -0.32 -0.42
H -3.2203 0.9796 -1.5944 -0.26 0.40 -0.39
H 4.7361 -0.5323 -0.6972 -0.87 -0.53 0.25
H 3.3847 -0.8132 1.6009 -0.51 0.61 -0.87
H 3.2152 -0.4691 -1.4942 -0.83 0.63 -1.02
H 1.0942 0.6949 1.4138 0.85 0.22 0.40
H -1.7322 -3.7943 0.9495 0.03 -0.31 0.10
H 3.7440 0.6661 0.6258 -1.28 0.12 1.34
H -3.0725 -0.2020 -0.2530 0.32 1.19 -0.64
H -4.2731 1.9752 0.7817 -0.76 -1.32 0.07
H -1.2099 1.9681 -0.9834 0.63 -0.67 0.75
H -3.1507 2.8300 0.1607 1.35 0.98 -0.13
H -2.6536 1.5264 1.3472 -0.02 0.58 0.42